No. 1
DFT (ωB97M-V with the def2-TZVPD basis set) results for one molecule with the formula C4H7FS in a non-equilibrium geometry.

XYZ file:
```
13
Properties=species:S:1:pos:R:3:forces:R:3
C 0.471 1.554 -0.126 0.279 -0.031 1.928
C 0.300 0.253 0.116 -0.378 -0.634 -2.261
C 1.151 -0.721 -0.642 -2.557 0.269 -0.973
F 1.639 -1.608 0.189 2.138 -2.877 3.042
C -0.838 -0.473 0.778 -0.239 0.672 0.966
S -2.346 -0.735 -0.307 1.103 0.251 0.723
H -0.303 2.179 0.360 0.879 0.361 -0.560
H 1.500 1.919 -0.419 -1.719 -0.148 -0.175
H 1.956 -0.220 -1.077 1.183 0.754 -1.426
H 0.528 -1.396 -1.301 0.372 1.549 -0.280
H -0.433 -1.462 1.074 -0.614 0.538 0.024
H -1.129 0.121 1.683 -0.040 -0.866 -0.687
H -2.497 0.588 -0.328 -0.406 0.162 -0.321
```
Forces are in eV/Å.

The calculation puts the total energy at -17812.572 eV. The relative energy (zero: lowest compared OMol25 entry of this formula, charge and spin) is 40.8 kcal/mol. Its SMILES is C=C(CF)CS. The calculation puts the HOMO-LUMO gap at 10.08 eV. Its highest occupied orbital energy is -9.3 eV.

---

No. 2
DFT (ωB97M-V with the def2-TZVPD basis set) results for C4H4CuLiO2 as an isolated structure in a non-equilibrium geometry.

XYZ file:
```
12
Properties=species:S:1:pos:R:3:forces:R:3
H 3.389 4.399 -1.702 -0.001 -0.003 0.002
C 2.442 -0.255 -1.809 0.252 0.161 0.044
C 2.261 0.137 -0.516 0.234 -0.007 0.137
C 0.996 0.736 -0.087 -0.317 -0.166 0.508
C 0.636 1.019 1.138 0.493 -0.471 -1.861
O 0.302 1.277 2.248 -0.258 0.766 1.422
O 3.521 -0.737 -2.324 1.412 -0.736 -0.625
Cu 5.532 -1.570 -2.950 -2.027 0.838 0.700
Li 0.271 2.579 3.611 -0.019 -0.401 -0.368
H 1.581 -0.122 -2.496 0.261 -0.062 0.126
H 3.063 0.011 0.216 -0.270 0.067 -0.270
H 0.196 0.905 -0.818 0.241 0.014 0.186
```
Forces are in eV/Å.

The calculation puts the total energy at -53140.226 eV. As for the multiplicity: 2. The relative energy (zero: lowest compared OMol25 entry of this formula, charge and spin) is 42.9 kcal/mol. The calculation puts the HOMO-LUMO gap at 4.91 eV. The total charge is +1. Its expectation value of S² is 0.75. Its highest occupied orbital energy is -9.5 eV.

---

No. 3
DFT (ωB97M-V with the def2-TZVPD basis set) results for one molecule with the formula C2H3ClN2O3 in a non-equilibrium geometry.

XYZ file:
```
11
Properties=species:S:1:pos:R:3:forces:R:3
C -0.532 0.381 -0.222 0.551 -0.697 0.731
C -1.641 1.005 0.621 -0.478 0.533 -2.294
N 1.418 -1.641 0.015 -2.007 -12.290 2.454
N 1.644 -0.503 -0.335 -2.316 9.330 0.823
O -0.695 -0.137 -1.285 -0.144 0.274 0.080
O 0.722 0.361 0.387 0.149 0.209 0.247
O 2.410 0.016 -1.071 3.792 1.986 -3.820
Cl 2.521 -2.848 -0.507 -0.286 1.248 0.513
H -1.510 2.127 0.751 -0.558 -1.285 -0.929
H -2.513 0.547 0.046 0.591 1.769 0.620
H -1.824 0.691 1.602 0.706 -1.077 1.575
```
Forces are in eV/Å.

The calculation puts the total energy at -23758.873 eV. As for the multiplicity: 3. The relative energy (zero: lowest compared OMol25 entry of this formula, charge and spin) is 48.6 kcal/mol. The calculation puts the HOMO-LUMO gap (alpha / beta) at 7.35 / 8.07 eV. Its expectation value of S² is 2.01. Its highest occupied orbital energy (alpha / beta) is -7.2 / -11.2 eV.

---

No. 4
DFT (ωB97M-V with the def2-TZVPD basis set) results for one molecule with the formula C5H6O2 in a non-equilibrium geometry.

XYZ file:
```
13
Properties=species:S:1:pos:R:3:forces:R:3
C 0.279 -1.437 0.026 0.856 -0.375 1.732
C -0.908 -1.069 -0.408 -2.170 0.581 -0.091
C -1.201 0.348 -0.062 -1.216 -0.880 0.717
O -1.237 1.548 -0.847 0.581 0.303 -0.460
C 0.001 0.941 -0.533 3.947 1.143 -0.355
C 1.127 0.794 0.536 -0.521 2.566 -0.112
O 1.260 -0.646 0.580 -0.349 0.748 -0.046
H 0.573 -2.430 0.288 0.029 -0.765 -0.733
H -1.672 -1.702 -0.762 -0.401 -1.242 -0.229
H -1.695 0.619 0.918 1.094 -0.777 -0.799
H 0.553 0.532 -1.435 -1.444 0.314 0.590
H 2.136 1.187 0.212 -1.140 -0.388 0.433
H 0.783 1.315 1.487 0.735 -1.229 -0.649
```
Forces are in eV/Å.

The calculation puts the total energy at -9372.169 eV. The relative energy (zero: lowest compared OMol25 entry of this formula, charge and spin) is 113.6 kcal/mol. Its SMILES is C1=C[C@@H]2O[C@H]2CO1. The calculation puts the HOMO-LUMO gap at 9.98 eV. Its highest occupied orbital energy is -9.0 eV.

---

No. 5
DFT (ωB97M-V with the def2-TZVPD basis set) results for one molecule with the formula Cl2H2N2S2 in a non-equilibrium geometry.

XYZ file:
```
8
Properties=species:S:1:pos:R:3:forces:R:3
S 1.488 1.029 -1.096 0.215 0.583 -0.244
N 0.684 -0.115 -0.200 -2.482 -1.912 1.972
Cl 1.564 -0.688 1.313 -0.297 0.434 -0.650
N -0.698 0.084 0.085 2.728 2.208 -0.994
S -1.572 -1.218 0.656 -0.207 -0.504 0.287
Cl -0.898 1.626 1.094 0.036 -0.721 -0.267
H 2.098 0.088 -1.838 -0.033 0.176 -0.138
H -2.666 -0.807 -0.015 0.041 -0.265 0.036
```
Forces are in eV/Å.

The calculation puts the total energy at -49723.756 eV. The relative energy (zero: lowest compared OMol25 entry of this formula, charge and spin) is 36.5 kcal/mol. Its SMILES is SN(Cl)N(S)Cl. The calculation puts the HOMO-LUMO gap at 9.14 eV. Its highest occupied orbital energy is -9.6 eV.

---

No. 6
DFT (ωB97M-V with the def2-TZVPD basis set) results for one molecule with the formula C4H8OS3 in a non-equilibrium geometry.

XYZ file:
```
16
Properties=species:S:1:pos:R:3:forces:R:3
C 0.757 -1.716 0.061 1.965 0.479 -1.896
O 0.319 -0.999 -1.119 -0.267 -0.504 0.139
C 0.854 0.277 -1.399 0.157 -0.112 1.902
S -0.318 1.646 -1.451 0.110 -0.698 0.693
C -0.425 1.957 0.348 -0.416 1.651 -1.363
S -1.726 1.241 1.290 -0.568 -1.080 0.156
C -1.349 -0.526 1.072 0.252 -0.664 -1.077
S 0.383 -0.973 1.628 -1.337 0.523 -0.271
H 1.876 -1.803 -0.014 -0.889 -0.133 0.319
H 0.323 -2.693 -0.090 -0.190 -0.235 0.207
H 1.276 0.286 -2.362 0.703 -0.296 -1.299
H 1.628 0.482 -0.632 -0.244 0.233 -0.520
H 0.533 1.779 0.800 0.449 0.053 0.122
H -0.652 3.045 0.290 0.262 -0.583 0.762
H -1.398 -0.877 -0.036 -0.044 1.050 1.934
H -2.082 -1.125 1.614 0.056 0.317 0.191
```
Forces are in eV/Å.

The calculation puts the total energy at -38829.788 eV. The relative energy (zero: lowest compared OMol25 entry of this formula, charge and spin) is 26.9 kcal/mol. Its SMILES is C1OCSCSCS1. The calculation puts the HOMO-LUMO gap at 9.42 eV. Its highest occupied orbital energy is -8.7 eV.

---

No. 7
DFT (ωB97M-V with the def2-TZVPD basis set) results for a 2-piece molecular cluster, CHOP overall in a non-equilibrium geometry.

XYZ file:
```
4
Properties=species:S:1:pos:R:3:forces:R:3
C 0.871 -0.624 0.854 -3.059 1.215 -3.335
O 0.727 -1.878 1.057 -0.403 0.429 -0.044
P 2.380 -0.881 1.481 0.675 0.361 0.408
H -0.202 0.203 -0.190 2.787 -2.005 2.971
```
Forces are in eV/Å.

The calculation puts the total energy at -12383.773 eV. The relative energy (zero: lowest compared OMol25 entry of this formula, charge and spin) is 97.8 kcal/mol. The calculation puts the HOMO-LUMO gap at 7.48 eV. Its highest occupied orbital energy is -8.4 eV.

---

No. 8
DFT (ωB97M-V with the def2-TZVPD basis set) results for C44H50Cl2Ge2N4O5STi as an isolated structure in a non-equilibrium geometry.

XYZ file:
```
109
Properties=species:S:1:pos:R:3:forces:R:3
Ti -0.278 -1.155 0.515 3.221 2.390 1.628
O -3.953 -1.325 -0.073 -0.314 -0.896 -0.918
Cl -3.061 -0.626 -0.940 2.386 3.094 5.783
O -3.581 0.609 -1.350 -0.780 0.122 -1.499
O -1.903 -0.080 0.168 -2.431 -1.579 -2.439
O -2.445 -1.417 -1.930 0.316 -0.669 -0.825
C 1.787 3.275 1.630 -0.637 0.576 0.664
C 0.316 3.585 1.948 0.356 -0.438 -0.016
C -0.246 4.847 1.619 0.423 0.198 0.020
C -1.548 5.126 1.952 0.995 -0.718 0.307
C -2.299 4.072 2.534 -0.469 0.415 0.184
C -3.644 4.290 2.920 -0.660 0.389 0.324
C -4.399 3.264 3.417 0.307 -0.980 0.057
C -3.819 1.989 3.557 -0.396 0.175 0.149
C -2.484 1.684 3.273 -0.847 1.672 -0.257
S -1.947 0.126 3.493 0.891 -1.615 0.395
C -1.681 2.806 2.760 -0.858 -0.085 0.260
N -0.374 2.620 2.533 0.513 0.489 -0.787
H 2.406 3.443 2.551 -0.392 -0.377 -0.797
H 2.124 3.970 0.855 0.137 -0.223 0.018
H 1.840 2.238 1.277 0.236 0.240 0.168
H 0.419 5.592 1.160 -0.409 -0.253 0.135
H -1.930 6.136 1.836 -0.289 -0.251 -0.113
H -4.072 5.284 2.940 0.152 0.195 -0.448
H -5.457 3.347 3.699 0.452 0.364 -0.106
H -4.429 1.177 3.948 0.098 0.098 -0.135
C -2.251 -4.298 -0.890 -0.218 0.264 -0.577
N -2.420 -4.502 0.519 1.537 0.118 1.975
C -3.088 -5.734 0.886 0.886 -0.332 -0.246
C -3.459 -5.684 2.340 -1.232 -0.769 0.638
C -2.267 -5.459 3.241 0.353 0.685 -0.430
N -1.473 -4.330 2.700 -0.493 -0.679 -0.377
C -0.673 -3.623 3.690 -0.461 0.815 -0.838
C -1.552 -3.886 1.419 -0.653 0.454 -0.238
O -0.891 -2.858 1.048 -1.649 -3.049 0.535
H -3.049 -3.611 -1.208 0.541 -0.296 -0.430
H -2.336 -5.279 -1.376 -0.104 0.241 -0.079
H -1.251 -3.922 -1.119 -0.302 0.225 -0.022
H -2.395 -6.605 0.670 -0.712 0.613 0.197
H -3.966 -5.825 0.236 0.089 -0.082 0.230
H -3.990 -6.612 2.613 0.376 0.107 -0.038
H -4.216 -4.910 2.518 0.352 0.156 -0.184
H -1.620 -6.349 3.353 -0.234 0.275 -0.182
H -2.592 -5.163 4.252 0.065 -0.093 -0.368
H -1.283 -2.850 4.176 0.240 -0.048 -0.025
H 0.124 -3.165 3.132 0.444 0.420 0.292
H -0.289 -4.321 4.408 0.225 -0.403 0.302
Cl 2.230 -4.730 0.278 -0.035 0.553 -0.442
C 3.218 -3.281 -0.065 0.291 0.156 0.436
C 4.566 -3.450 0.172 0.529 0.650 -0.130
C 5.442 -2.357 0.121 -0.442 -0.262 0.400
C 4.917 -1.071 -0.064 -0.202 -0.112 0.130
C 3.540 -0.907 -0.276 0.447 -0.404 -0.357
C 2.665 -2.029 -0.377 -0.411 0.020 0.231
C 1.249 -1.897 -0.752 -0.351 0.108 -0.844
H 4.919 -4.436 0.413 0.217 -0.218 0.084
H 6.489 -2.522 0.376 -0.197 0.142 -0.235
H 5.607 -0.208 0.006 -0.680 -0.461 -0.130
H 3.134 0.101 -0.416 -0.003 -0.483 0.083
H 0.767 -2.858 -1.019 0.538 0.233 -0.253
H 1.119 -1.150 -1.573 0.111 -0.696 0.594
N 0.807 -0.783 1.828 -2.208 -1.140 -3.088
C 1.614 -0.871 2.874 1.098 0.916 1.204
C 1.645 0.344 3.642 -0.799 -0.424 -1.096
C 2.526 0.468 4.654 0.905 -0.173 1.531
C 3.275 -0.650 5.028 0.899 -0.570 0.904
C 3.201 -1.874 4.351 0.844 0.542 0.920
C 2.445 -1.992 3.219 -1.704 1.205 -0.626
H 0.912 1.119 3.368 0.513 -0.476 0.027
H 2.630 1.377 5.265 -0.208 -0.314 -0.418
H 3.931 -0.593 5.915 -0.328 0.017 -0.493
H 3.786 -2.719 4.719 -0.064 0.194 -0.118
H 2.380 -2.906 2.647 0.068 -0.039 -0.141
C -2.208 0.106 -4.725 0.507 -0.392 -0.132
Ge -0.281 0.014 -4.136 0.399 0.780 -0.816
C 0.755 0.942 -5.637 -0.281 -0.844 0.027
C 0.318 -1.896 -4.082 0.373 0.272 -0.953
Ge 0.223 1.321 -2.123 0.441 -0.063 1.616
C 2.042 2.191 -2.543 -0.773 -0.939 -0.568
C 3.160 1.403 -2.841 0.436 -0.197 -0.005
C 4.372 1.951 -3.268 -0.298 -0.096 0.111
C 4.485 3.328 -3.467 0.255 0.664 0.104
C 3.401 4.142 -3.119 -0.127 -0.782 0.323
C 2.209 3.557 -2.633 0.679 1.665 0.022
C -0.997 2.895 -2.384 0.315 -0.466 -0.191
C -1.980 3.183 -1.445 -0.046 0.085 0.478
C -2.950 4.154 -1.659 -0.089 -0.033 0.503
C -2.894 4.934 -2.793 -0.173 0.543 -0.297
C -1.869 4.716 -3.704 0.320 0.217 -0.914
C -0.954 3.677 -3.529 -0.534 0.398 -0.330
H -2.242 0.143 -5.826 -0.047 -0.017 0.316
H -2.610 1.033 -4.319 -0.149 0.008 -0.002
H -2.798 -0.749 -4.362 0.195 0.337 -0.113
H 1.017 0.198 -6.412 0.028 0.373 0.133
H 1.658 1.418 -5.242 -0.096 -0.171 -0.070
H 0.124 1.712 -6.085 -0.038 -0.008 -0.012
H 0.278 -2.367 -5.093 0.135 0.398 0.513
H -0.379 -2.442 -3.470 -0.145 -0.288 0.506
H 1.346 -1.974 -3.676 -0.619 -0.056 -0.214
H 3.131 0.313 -2.701 -0.160 0.435 -0.180
H 5.203 1.266 -3.410 0.087 0.197 -0.182
H 5.417 3.828 -3.812 -0.634 -0.663 0.212
H 3.515 5.223 -3.187 -0.176 -0.130 0.008
H 1.437 4.249 -2.267 0.084 -0.417 -0.407
H -1.984 2.669 -0.491 -0.044 -0.287 -0.050
H -3.728 4.313 -0.910 0.211 -0.039 -0.154
H -3.634 5.729 -2.951 0.310 -0.287 -0.023
H -1.762 5.342 -4.606 -0.253 -0.243 0.432
H -0.244 3.463 -4.328 0.025 0.123 0.255
```
Forces are in eV/Å.

The calculation puts the total energy at -234658.456 eV. The relative energy (zero: lowest compared OMol25 entry of this formula, charge and spin) is 29.6 kcal/mol. The calculation puts the HOMO-LUMO gap at 4.31 eV. The total charge is -2. Its highest occupied orbital energy is -0.8 eV.